{
  "formula": "C30H42F17IO13S",
  "method": "ωB97M-V/def2-TZVPD",
  "smiles": "CC[C@@H](F)[C@H]1[C@@H](I)CS(=O)(=O)O[C@@H]1C[C@@H](C)F.CCOC(=O)C(F)(F)F.CCOC(=O)C(F)(F)F.CCOC(=O)C(F)(F)F.CCOC(=O)C(F)(F)F.CCOC(=O)C(F)(F)F",
  "e_homo_ev": -10.053,
  "spin_multiplicity": 1,
  "gap_ev": 9.67,
  "species": ["C", "C", "F", "C", "O", "C", "F", "H", "I", "F", "F", "H", "C", "H", "H", "C", "H", "H", "F", "H", "F", "H", "C", "O", "O", "F", "F", "H", "F", "H", "S", "C", "F", "H", "H", "H", "C", "C", "O", "H", "H", "C", "H", "H", "C", "H", "C", "H", "C", "F", "H", "C", "H", "C", "C", "F", "H", "H", "H", "C", "C", "H", "C", "H", "H", "H", "H", "H", "O", "H", "H", "O", "H", "C", "O", "C", "H", "H", "O", "F", "C", "F", "O", "H", "H", "O", "C", "F", "C", "O", "H", "H", "C", "F", "H", "F", "H", "H", "C", "C", "O", "C", "O", "C"],
  "coordinates": [[-7.782, 1.110, 4.815], [4.699, 7.587, -4.439], [-2.419, -0.897, 5.396], [-8.454, 2.147, 3.918], [1.298, -5.219, -6.801], [-0.456, -4.309, -4.962], [3.447, 1.455, 2.193], [6.891, -3.364, 0.041], [1.214, 0.513, -5.792], [-6.799, -7.628, 2.677], [3.630, -4.146, -4.471], [5.448, 8.320, -4.974], [1.932, 5.157, -4.902], [7.502, -1.122, 1.034], [3.061, 1.574, -2.062], [0.864, 2.702, -5.533], [5.528, -2.715, 0.974], [-4.740, 0.950, 5.974], [3.324, -2.720, -6.093], [2.286, -0.578, 5.608], [-9.728, 1.808, 3.573], [4.103, 5.371, -5.801], [-6.914, -6.945, 3.851], [-6.433, 1.342, 4.900], [0.220, -0.371, 5.866], [3.527, 1.218, 0.028], [-1.538, -2.702, 6.246], [-2.681, -4.481, 6.263], [-1.969, -2.599, 4.112], [-1.388, 2.596, -5.197], [-0.684, 4.904, -4.606], [6.855, -1.206, 0.153], [-7.820, -7.633, 4.604], [-4.798, -1.510, 5.670], [0.963, 2.868, -0.910], [3.827, 3.727, -3.522], [1.533, 0.202, 5.771], [3.131, 2.853, -3.945], [0.938, -3.975, -4.906], [5.505, -2.610, -0.781], [-0.200, -6.464, -5.039], [1.580, 1.262, 4.686], [1.388, 0.831, 3.698], [4.409, 7.986, -3.359], [3.079, 5.984, -5.796], [1.750, 0.661, 6.741], [3.170, -4.032, -5.750], [-1.765, -5.932, -4.394], [4.306, 1.317, 1.144], [-7.784, 2.343, 2.746], [5.151, 6.506, -4.258], [-5.692, 0.456, 5.752], [-0.288, -5.803, -3.412], [-3.545, -4.712, 5.634], [-0.448, 3.040, -4.611], [4.972, 2.503, 1.039], [2.378, 8.004, -4.735], [-0.465, 2.537, -3.556], [2.035, 5.448, -3.766], [1.725, -4.499, -5.900], [1.788, 3.401, -1.587], [-6.211, 0.311, 6.706], [3.279, 7.539, -5.320], [2.557, 1.751, 4.665], [-4.038, -3.778, 5.351], [1.388, 1.582, -2.924], [-0.983, -3.580, -4.337], [-3.185, -5.174, 4.709], [0.629, 5.586, -5.454], [1.258, 4.329, -2.063], [0.584, 3.068, -6.636], [-8.359, 0.205, 5.415], [-4.836, -5.142, 7.297], [-4.513, -5.623, 6.368], [-5.694, -5.847, 5.583], [-0.095, -1.315, 4.922], [-6.359, -1.396, 4.835], [7.495, -1.086, -0.729], [-2.003, 5.299, -5.377], [-7.505, -5.755, 3.539], [-5.427, -0.865, 5.052], [-8.534, 3.369, 4.518], [0.672, -1.674, 4.031], [2.689, 3.663, -0.875], [2.725, 5.974, -6.936], [-0.797, 5.543, -3.202], [-0.696, -5.707, -4.422], [4.041, -4.733, -6.529], [5.259, 0.135, 1.304], [5.897, -0.138, 0.121], [-4.044, -6.575, 6.644], [-4.927, -0.697, 4.094], [6.159, -2.553, 0.094], [4.114, 1.838, -4.483], [2.912, 3.498, -6.114], [3.543, 8.325, -6.583], [0.809, 2.019, 4.856], [-0.842, -4.197, -5.982], [2.228, 3.527, -5.133], [-5.582, -6.770, 4.574], [-4.548, -7.386, 4.324], [2.299, 2.268, -2.665], [5.466, -0.478, 2.349], [-1.495, -1.874, 5.164]],
  "atomic_forces_ev_per_a": [[1.005, -2.406, 2.183], [-1.106, 0.391, 0.706], [1.149, -0.511, -0.206], [-1.313, 1.661, -1.711], [1.581, 1.778, 2.033], [-0.823, -0.311, 0.014], [1.122, -0.529, -0.889], [-0.043, 0.137, -0.014], [-0.336, 1.390, 0.283], [0.405, 0.647, 1.314], [-0.784, -0.053, -0.964], [-1.505, -1.611, 1.187], [2.137, -0.092, -0.121], [-0.320, 0.096, -0.049], [-1.703, 1.532, -1.615], [-0.238, 1.908, -0.917], [0.219, 0.032, -0.070], [-0.310, 0.183, -0.239], [-0.616, -0.994, 0.177], [-0.319, 0.024, -0.097], [1.384, -0.085, 0.669], [-2.267, 1.490, 0.333], [-2.260, -0.279, -1.468], [-1.931, 0.320, -0.405], [-1.111, -1.592, -0.931], [0.846, -0.320, 0.976], [0.702, 1.013, -0.725], [-0.338, -0.216, -0.103], [0.957, 0.869, 0.830], [1.952, 1.374, 1.293], [-5.925, 4.937, 1.480], [0.523, -0.762, -0.004], [1.084, 0.527, -0.262], [-0.103, 0.159, -0.051], [1.838, 1.176, -1.424], [-1.352, -1.941, -0.938], [0.812, 0.453, -0.155], [0.360, 1.108, 0.903], [1.628, -0.227, -1.194], [0.187, 0.012, -0.014], [-0.164, 0.171, -0.001], [-0.237, -0.034, -0.296], [0.156, 0.003, 0.205], [0.860, -0.614, -2.291], [-0.856, -0.225, -0.681], [-0.377, -0.234, -0.084], [2.630, 0.538, 0.210], [0.112, 0.085, -0.006], [-1.676, 1.884, -0.104], [-0.274, -0.471, 1.142], [-0.890, 2.375, -0.698], [0.432, -0.603, 0.407], [-0.142, 0.112, -0.043], [-0.013, -0.197, -0.240], [0.005, -1.978, -1.268], [-0.163, -1.190, 0.109], [1.699, -0.854, -1.510], [0.290, 1.580, -1.811], [-0.449, -0.548, -2.209], [-3.101, -1.187, -0.847], [-0.250, -0.835, 0.362], [-0.117, 0.057, -0.305], [2.040, -0.974, -0.540], [-0.118, -0.098, 0.053], [0.022, -0.067, 0.169], [1.904, 1.330, 0.049], [0.437, 0.017, -0.077], [-0.015, -0.009, 0.215], [-0.521, -2.154, 1.805], [1.183, -1.684, 0.935], [0.594, -0.915, 2.522], [0.956, 2.420, -1.697], [-0.287, -0.138, -0.309], [0.737, 0.212, 0.320], [-0.583, -1.320, -1.459], [3.300, 0.905, -0.793], [0.110, 0.098, 0.168], [-0.332, 0.291, 0.112], [5.676, -2.258, 1.867], [0.857, -0.815, 0.454], [-0.333, -0.200, -0.246], [0.290, -1.188, -0.089], [-2.341, 0.497, 2.023], [-1.908, -0.145, -1.557], [0.516, 0.072, 2.533], [1.807, -2.885, -4.189], [0.264, -0.282, -0.044], [-1.337, 0.477, 0.633], [2.174, -2.622, 0.769], [-1.200, 1.088, 1.435], [-0.175, 0.088, -0.264], [0.088, 0.028, 0.171], [-0.361, -0.048, 0.160], [-2.475, 2.123, 0.975], [-1.518, -0.149, 2.155], [-0.807, -1.456, 2.650], [0.132, -0.025, 0.125], [0.301, -0.082, 0.112], [0.554, -0.695, -1.186], [3.084, -0.040, 1.424], [-2.812, 1.248, 0.209], [0.665, -0.774, 0.752], [-0.910, 1.892, -2.286], [-2.321, -0.888, 0.085]],
  "lowdin_charge": [-0.321, -0.071, 0.132, -0.472, 0.145, -0.211, 0.136, 0.084, 0.826, 0.141, 0.139, 0.095, -0.260, 0.127, 0.116, -0.660, 0.077, 0.125, 0.123, 0.129, 0.142, 0.132, -0.472, 0.012, 0.010, 0.120, 0.126, 0.072, 0.141, 0.133, 0.827, -0.209, 0.143, 0.061, 0.101, 0.162, -0.204, -0.217, 0.001, 0.083, 0.078, -0.068, 0.070, 0.085, -0.092, 0.128, -0.471, 0.084, -0.459, 0.140, 0.079, -0.204, 0.084, -0.068, -0.248, 0.145, 0.158, 0.114, 0.150, -0.322, -0.112, 0.129, -0.235, 0.080, 0.067, 0.066, 0.126, 0.086, -0.258, 0.054, 0.113, 0.143, 0.128, -0.199, 0.012, -0.319, 0.082, 0.128, -0.363, 0.140, -0.070, 0.143, 0.146, 0.083, 0.149, -0.359, -0.064, 0.144, -0.320, 0.011, 0.128, 0.087, -0.062, -0.140, 0.154, -0.135, 0.086, 0.128, -0.228, -0.322, 0.142, -0.203, 0.143, -0.459]
}

{
  "formula": "C30H43AuCl5P2",
  "method": "ωB97M-V/def2-TZVPD",
  "e_homo_ev": [-9.294, -9.201],
  "spin_multiplicity": 3,
  "total_charge": 1,
  "gap_ev": [4.29, 4.17],
  "s_squared": 2.02,
  "species": ["H", "H", "H", "H", "C", "C", "P", "H", "C", "H", "Au", "C", "C", "C", "H", "C", "C", "H", "H", "H", "C", "H", "C", "C", "H", "Cl", "H", "H", "H", "C", "C", "H", "H", "H", "Cl", "C", "H", "C", "C", "H", "C", "H", "C", "P", "H", "H", "H", "C", "H", "H", "C", "Cl", "H", "H", "H", "C", "Cl", "H", "C", "Cl", "H", "H", "H", "H", "H", "H", "C", "C", "C", "H", "H", "C", "C", "C", "H", "H", "H", "H", "C", "H", "C"],
  "coordinates": [[-1.257, -3.995, -0.862], [-0.663, -1.840, -2.099], [1.233, 3.335, -5.842], [-1.725, -0.230, 2.507], [-1.547, -3.479, 0.061], [1.726, -2.125, 1.256], [-2.202, -0.257, -3.138], [3.539, -2.836, 2.140], [2.029, 1.391, -2.791], [-2.058, -2.672, -2.788], [-1.519, 3.284, -3.956], [0.652, 1.747, -3.000], [0.973, -2.938, 0.365], [0.807, -1.403, 2.075], [4.209, 0.414, -0.214], [0.037, 0.163, -6.440], [-1.774, 3.996, -1.076], [0.839, -4.044, -1.466], [-4.303, -1.565, -3.071], [0.546, 2.798, -3.324], [-4.023, -0.514, -2.954], [-1.936, -4.237, 0.757], [-0.405, -2.750, 0.659], [1.148, -0.452, 3.154], [-2.618, -1.580, 1.757], [-2.202, 6.714, -3.976], [2.149, -0.032, 2.994], [-3.375, 2.065, -4.894], [-0.709, -2.119, -3.836], [3.197, -2.105, 1.391], [2.798, 3.003, -0.558], [3.991, 0.375, -1.961], [0.421, 0.373, 3.197], [-1.876, -1.779, 3.353], [-1.620, 2.263, -0.907], [3.463, 0.283, -1.000], [2.640, 2.256, -3.028], [1.530, -3.889, -0.625], [-2.035, 2.363, -6.604], [3.298, 3.400, -1.453], [-1.255, -0.447, -5.883], [2.295, 0.387, -3.152], [0.370, 2.649, -5.935], [1.973, 1.390, -0.917], [-0.243, 1.079, -3.034], [3.549, -1.118, 1.719], [-0.927, 4.189, -6.246], [-1.341, -1.864, -2.977], [-1.922, 1.485, -7.235], [1.141, -0.945, 4.139], [-1.743, -1.320, 2.362], [-1.711, 4.015, 1.627], [1.980, 3.672, -0.258], [-1.018, -1.389, -5.379], [1.717, -4.872, -0.161], [0.602, 1.340, -5.728], [-2.272, 7.111, 1.441], [3.502, 2.939, 0.283], [-1.906, 4.761, 0.102], [-2.496, 8.443, -1.384], [3.697, -2.356, 0.448], [-0.531, 3.355, -7.792], [0.780, -0.654, -6.383], [-1.847, -0.816, -6.738], [-4.315, -0.209, -1.933], [-2.370, -2.790, -0.173], [-0.504, -1.790, 1.704], [-2.204, 6.756, -1.262], [-1.783, 4.589, -2.330], [-4.614, 0.091, -3.663], [-0.047, 0.373, -7.520], [-2.154, 0.376, -4.947], [-0.762, 3.205, -6.730], [-2.315, 1.871, -5.196], [-3.188, 0.030, -5.177], [3.120, -0.754, -0.961], [-2.893, 2.971, -6.955], [1.444, 1.064, -5.106], [-2.045, 5.961, -2.431], [2.487, -3.524, -1.026], [-2.125, 6.155, 0.025]],
  "atomic_forces_ev_per_a": [[-0.075, 0.045, 0.203], [-0.432, 0.216, -0.365], [-0.649, -0.176, 0.935], [-0.051, -0.263, -0.007], [-0.237, -0.116, -0.179], [-0.678, 0.134, 0.300], [0.321, 1.601, 0.319], [-0.117, 0.155, -0.143], [-1.709, 0.449, -1.648], [0.167, 0.042, -0.253], [-0.359, 1.474, 1.028], [1.260, -0.137, -0.953], [-2.159, -0.029, -0.100], [-1.709, -0.359, -0.508], [-0.400, 0.222, 0.219], [-0.080, -0.813, -0.188], [-0.100, 0.857, 0.906], [0.252, -0.007, 0.171], [0.003, 0.068, -0.116], [-0.414, -0.298, 1.145], [-0.174, -0.188, 0.532], [0.013, 0.164, -0.142], [2.343, -1.187, -1.482], [0.084, 0.292, 0.440], [0.039, 0.134, 0.201], [0.119, -0.114, -0.024], [-0.207, 0.051, 0.180], [0.716, 0.275, -0.221], [-0.264, -0.086, 0.212], [0.424, 0.072, -0.036], [-0.681, 0.350, -0.302], [-0.016, 0.239, 0.422], [0.255, -0.137, 0.030], [0.033, 0.095, -0.192], [0.128, 0.456, -0.102], [0.482, -0.844, -0.416], [0.587, -0.558, -0.490], [0.223, -0.431, -0.221], [-0.373, 0.345, -0.270], [0.036, 0.025, 0.407], [-0.520, -0.684, -0.297], [0.081, 0.457, 0.408], [1.214, -0.290, -1.221], [0.832, -0.527, 1.806], [0.652, 0.323, 0.529], [-0.006, -0.237, -0.015], [-0.182, -0.123, -0.781], [0.099, -0.615, 0.128], [-0.269, 0.032, -0.318], [0.073, 0.217, -0.157], [-0.426, 0.133, -0.027], [-0.096, -0.049, 0.329], [0.375, 0.135, -0.097], [0.095, 0.366, -0.174], [0.040, 0.181, -0.281], [0.837, 0.017, 0.174], [0.010, -0.164, -0.133], [-0.253, -0.231, -0.310], [0.077, 0.529, -0.505], [0.009, -0.071, -0.020], [-0.049, -0.022, 0.231], [0.219, 0.103, 0.214], [-0.084, 0.547, -0.072], [0.064, 0.403, 0.209], [0.106, -0.123, -0.459], [0.059, -0.194, 0.048], [2.104, 1.477, 1.733], [0.072, -0.877, 0.039], [-0.169, -0.113, -0.460], [0.392, -0.178, 0.261], [-0.144, 0.169, 0.439], [-0.857, -1.282, -0.448], [-0.359, 0.495, 0.377], [-1.916, -1.266, -0.149], [0.570, 0.080, -0.270], [-0.064, 0.108, 0.099], [0.480, -0.438, 0.080], [0.349, 0.286, -0.320], [0.008, 0.106, 1.391], [-0.202, -0.184, -0.018], [0.177, -0.517, -1.254]],
  "mulliken_spin": [0.002, 0.000, 0.006, 0.013, -0.011, 0.170, 0.000, 0.035, 0.000, -0.002, 0.235, -0.002, 0.090, 0.116, 0.002, 0.007, 0.029, 0.000, 0.000, -0.013, 0.004, 0.023, 0.273, 0.017, -0.003, 0.003, 0.000, -0.007, 0.002, -0.016, 0.000, -0.001, -0.001, 0.024, 0.005, 0.023, -0.001, 0.021, -0.006, 0.000, 0.001, 0.001, -0.037, 0.001, 0.008, 0.004, -0.003, 0.007, 0.015, -0.003, -0.016, 0.000, 0.000, -0.001, -0.002, 0.054, 0.002, 0.000, 0.000, 0.001, 0.001, -0.011, 0.001, 0.007, 0.000, 0.005, 0.247, 0.000, 0.032, 0.000, 0.000, -0.007, 0.065, 0.481, 0.053, -0.017, -0.001, 0.015, 0.049, -0.002, 0.010]
}